1.
A molecular structure, C30H20I2N3OPtS. Source: the OMol25 dataset; level of theory: ωB97M-V/def2-TZVPD.

The value obtained for the LUMO energy (alpha / beta) is -3.2 / -5.3 eV. The multiplicity is 5. Its net charge is +1. The expectation value of S² is 6.073. For the HOMO-LUMO gap (alpha / beta), the calculation gives 6.96 / 5.19 eV.

The geometry in XYZ format:
```
58
Properties=species:S:1:pos:R:3:nbo_charge:R:1
Pt -0.49 0.10 0.42 0.980
C 2.48 -2.20 4.18 -0.250
C 1.41 -2.72 4.89 -0.155
C 0.15 -2.69 4.33 -0.235
C -0.03 -2.12 3.07 0.187
N 0.99 -1.57 2.41 -0.470
C 2.21 -1.64 2.94 0.035
C -1.38 -2.11 2.42 -0.029
C -2.29 -3.10 2.80 -0.209
C -3.56 -3.17 2.25 -0.214
C -3.95 -2.22 1.33 -0.191
C -3.05 -1.24 0.94 -0.260
C -1.75 -1.17 1.45 -0.304
H 3.49 -2.21 4.57 0.226
H 1.57 -3.15 5.87 0.227
H -0.69 -3.09 4.87 0.224
H 3.03 -1.23 2.35 0.179
H -1.99 -3.86 3.51 0.214
H -4.24 -3.97 2.54 0.222
H -4.95 -2.24 0.90 0.216
H -3.37 -0.50 0.21 0.198
C 2.33 1.30 1.66 -0.671
C 2.61 0.53 0.41 0.324
C 3.95 0.40 -0.02 -0.257
C 4.25 -0.39 -1.09 -0.084
C 3.22 -1.06 -1.78 -0.143
C 3.47 -1.92 -2.87 -0.095
C 2.44 -2.53 -3.54 -0.222
C 1.12 -2.26 -3.17 -0.125
C 0.82 -1.42 -2.09 -0.273
S -0.82 -1.11 -1.72 0.221
C 1.90 -0.83 -1.35 0.258
N 1.63 -0.05 -0.27 -0.510
H 3.12 1.14 2.39 0.237
H 1.37 1.03 2.09 0.244
H 2.30 2.37 1.44 0.259
H 4.73 0.91 0.53 0.238
H 5.28 -0.52 -1.41 0.232
H 4.50 -2.08 -3.18 0.229
H 2.64 -3.19 -4.37 0.240
H 0.30 -2.71 -3.71 0.239
I 2.37 4.13 -1.51 0.244
C 0.34 3.92 -1.91 -0.174
C -0.20 4.68 -2.92 -0.283
C -1.54 4.57 -3.24 -0.061
I -2.25 5.78 -4.77 0.270
C -2.41 3.67 -2.54 -0.176
C -3.78 3.54 -2.82 -0.115
C -4.54 2.69 -2.06 -0.229
C -3.91 1.94 -1.07 0.074
N -2.62 2.02 -0.80 -0.419
C -1.88 2.88 -1.50 0.182
C -0.45 3.00 -1.11 0.405
O 0.03 2.38 -0.15 -0.589
H 0.43 5.37 -3.47 0.252
H -4.22 4.11 -3.63 0.238
H -5.60 2.59 -2.22 0.240
H -4.50 1.24 -0.49 0.207
```

***

2.
A molecular structure, C30H21BrN4O6PW. Source: the OMol25 dataset; level of theory: ωB97M-V/def2-TZVPD.

The value obtained for the LUMO energy is -4.1 eV. Its net charge is +1. For the HOMO-LUMO gap, the calculation gives 6.58 eV.

The geometry in XYZ format:
```
64
Properties=species:S:1:pos:R:3:nbo_charge:R:1
W 0.15 -0.05 -0.30 1.830
O 2.24 2.06 -3.04 -0.512
C 1.93 1.30 -2.17 0.776
O 0.69 0.86 -1.94 -0.695
C 2.86 0.78 -1.12 0.094
C 4.23 0.92 -1.07 -0.154
C 4.91 0.36 0.01 -0.146
C 4.21 -0.31 1.00 -0.162
C 2.84 -0.41 0.88 0.063
N 2.19 0.13 -0.16 -0.440
C 1.88 -1.02 1.83 0.769
O 2.15 -1.53 2.87 -0.495
O 0.63 -0.88 1.35 -0.714
H 4.74 1.45 -1.86 0.264
H 5.99 0.44 0.07 0.246
H 4.69 -0.76 1.86 0.262
N -3.25 0.81 -0.14 -0.887
P -1.86 1.61 -0.71 1.199
C -2.51 3.29 -0.90 -0.294
C -2.31 3.99 -2.08 -0.205
C -2.83 5.27 -2.22 -0.199
C -3.54 5.84 -1.18 -0.168
C -3.73 5.15 0.01 -0.187
C -3.21 3.87 0.16 -0.225
C -0.85 1.69 0.83 -0.468
C -1.20 1.31 2.16 -0.139
C -0.28 1.41 3.16 -0.201
C 1.02 1.90 2.91 -0.197
C 1.37 2.32 1.66 -0.193
C 0.46 2.20 0.58 -0.325
C -3.17 -0.55 0.09 0.419
C -4.33 -1.31 0.24 -0.282
C -4.21 -2.64 0.57 -0.095
C -2.94 -3.18 0.75 -0.275
C -1.85 -2.37 0.55 0.107
N -1.93 -1.07 0.20 -0.544
H -4.15 1.15 -0.44 0.434
H -1.76 3.54 -2.90 0.234
H -2.68 5.82 -3.14 0.234
H -3.95 6.84 -1.29 0.233
H -4.28 5.60 0.83 0.231
H -3.34 3.33 1.09 0.226
H -2.20 0.97 2.38 0.226
H -0.55 1.12 4.17 0.238
H 1.73 1.98 3.72 0.238
H 2.34 2.78 1.48 0.233
H 0.62 2.82 -0.30 0.253
H -5.29 -0.84 0.12 0.234
H -5.09 -3.26 0.70 0.239
H -2.80 -4.21 1.03 0.246
H -0.86 -2.76 0.69 0.233
Br 3.92 -6.97 -2.52 0.104
C 2.88 -5.81 -1.45 -0.132
C 2.43 -6.23 -0.21 0.038
N 1.75 -5.42 0.60 -0.393
C 1.45 -4.20 0.18 0.060
C 1.80 -3.72 -1.08 -0.200
C 2.56 -4.54 -1.90 -0.145
C 1.43 -2.35 -1.52 0.784
O 2.17 -1.68 -2.22 -0.589
O 0.25 -1.89 -1.10 -0.743
H 2.62 -7.23 0.15 0.217
H 0.94 -3.58 0.91 0.188
H 2.90 -4.18 -2.87 0.252
```

***

Result set for largest force on an atom: 0.694 2.234 eV Å⁻¹, one per record in the order listed.
Result set for energy relative to the best compared isomer or geometry (same formula, charge and spin): 39.06 0.00 kJ/mol, one per record in the order listed.